(1)
Here is a 10-piece molecular cluster, C26H72O10 overall at a distorted geometry from the OMol25 dataset. Energies are from wB97M-V/def2-TZVPD.

The geometry in XYZ format:
```
108
Properties=species:S:1:pos:R:3:lowdin_charge:R:1
C -26.750 -5.430 -4.678 -0.035
C -26.974 -5.137 -6.138 -0.451
C -26.732 -3.694 -6.531 -0.043
O -26.199 -6.015 -6.972 -0.091
H -27.381 -6.257 -4.347 0.087
H -27.002 -4.563 -4.063 0.072
H -25.717 -5.721 -4.473 0.073
H -28.012 -5.366 -6.391 0.119
H -27.001 -3.454 -7.559 0.052
H -25.652 -3.493 -6.453 0.082
H -27.240 -3.001 -5.860 0.077
H -25.285 -5.691 -6.984 0.054
C -27.859 0.160 -6.150 -0.051
C -27.967 0.466 -7.617 -0.490
C -28.082 -0.801 -8.448 -0.059
O -29.147 1.271 -7.755 -0.050
H -26.936 -0.370 -5.913 0.068
H -28.643 -0.567 -5.890 0.084
H -28.046 1.037 -5.537 0.085
H -27.094 1.034 -7.961 0.132
H -27.210 -1.436 -8.287 0.046
H -28.076 -0.556 -9.516 0.077
H -28.983 -1.366 -8.212 0.083
H -29.314 1.411 -8.692 0.084
C -30.663 -4.157 -6.559 -0.062
C -31.850 -4.534 -5.723 -0.488
C -31.782 -3.872 -4.346 -0.060
O -33.014 -4.089 -6.438 -0.051
H -30.654 -3.108 -6.848 0.083
H -30.550 -4.830 -7.410 0.085
H -29.749 -4.287 -5.967 0.061
H -31.871 -5.616 -5.565 0.136
H -31.171 -4.459 -3.656 0.075
H -32.776 -3.817 -3.888 0.076
H -31.417 -2.845 -4.395 0.079
H -33.775 -4.585 -6.126 0.084
C -22.120 -6.216 -3.993 -0.064
C -21.736 -7.548 -3.366 -0.484
C -20.217 -7.705 -3.243 -0.057
O -22.360 -7.676 -2.085 -0.046
H -21.961 -5.360 -3.330 0.078
H -23.183 -6.257 -4.253 0.062
H -21.597 -5.969 -4.922 0.074
H -22.107 -8.347 -4.007 0.119
H -19.753 -7.709 -4.231 0.078
H -19.944 -8.613 -2.709 0.078
H -19.803 -6.858 -2.685 0.080
H -22.136 -6.881 -1.590 0.082
C -27.573 -4.698 -0.726 -0.063
C -27.334 -5.532 0.521 -0.498
C -25.861 -5.755 0.756 -0.062
O -27.927 -4.902 1.658 -0.053
H -28.625 -4.449 -0.863 0.080
H -27.238 -5.212 -1.633 0.064
H -26.999 -3.764 -0.701 0.077
H -27.879 -6.470 0.410 0.139
H -25.321 -6.028 -0.153 0.075
H -25.684 -6.559 1.475 0.081
H -25.410 -4.851 1.172 0.081
H -27.503 -4.045 1.772 0.084
C -23.076 -1.812 -9.800 -0.054
C -24.263 -1.188 -10.493 -0.489
C -25.435 -2.158 -10.622 -0.064
O -24.635 -0.063 -9.696 -0.056
H -22.889 -2.827 -10.151 0.067
H -23.287 -1.865 -8.728 0.082
H -22.168 -1.222 -9.923 0.081
H -23.982 -0.840 -11.495 0.137
H -25.127 -3.056 -11.170 0.075
H -26.263 -1.706 -11.168 0.080
H -25.738 -2.522 -9.639 0.064
H -25.372 0.370 -10.140 0.083
C -25.079 -10.031 -7.863 -0.058
C -25.597 -9.548 -6.527 -0.487
C -24.565 -8.703 -5.790 -0.062
O -26.817 -8.841 -6.703 -0.049
H -24.770 -9.189 -8.487 0.071
H -25.835 -10.603 -8.399 0.081
H -24.200 -10.670 -7.726 0.078
H -25.812 -10.413 -5.891 0.134
H -25.018 -8.244 -4.910 0.081
H -24.090 -7.953 -6.430 0.068
H -23.739 -9.325 -5.424 0.075
H -26.626 -7.897 -6.681 0.034
C -26.278 -6.299 -11.833 -0.054
C -26.539 -5.833 -10.412 -0.506
C -27.821 -5.017 -10.303 -0.045
O -26.620 -7.000 -9.605 -0.057
H -25.835 -5.536 -12.475 0.072
H -27.220 -6.630 -12.282 0.081
H -25.621 -7.170 -11.870 0.078
H -25.696 -5.214 -10.065 0.117
H -28.672 -5.553 -10.721 0.085
H -27.734 -4.051 -10.808 0.071
H -28.023 -4.805 -9.247 0.062
H -26.762 -6.682 -8.701 0.044
C -22.632 -5.784 -8.337 -0.118
O -23.500 -5.335 -7.309 -0.141
H -22.606 -5.086 -9.181 0.068
H -21.595 -5.858 -7.991 0.085
H -22.958 -6.760 -8.687 0.084
H -23.008 -4.754 -6.723 0.081
C -24.347 -2.558 -3.043 -0.147
O -25.361 -2.007 -3.869 -0.132
H -24.847 -3.152 -2.282 0.068
H -23.666 -3.204 -3.606 0.065
H -23.760 -1.772 -2.558 0.078
H -24.995 -1.716 -4.708 0.063
```

Computed properties:
Orbital gap (eV): 9.595
Electronic energy (Ha): -1786.14910
Maximum force (eV/A): 1.18
Multiplicity: 1
Structure (SMILES): CC(C)O.CC(C)O.CC(C)O.CC(C)O.CC(C)O.CC(C)O.CC(C)O.CC(C)O.CO.CO
HOMO (eV): -9.56
Energy above the lowest of the compared OMol25 structures with the same formula, charge and spin (eV): 0.028

(2)
Here is C26H73FeO13 as an isolated structure at a distorted geometry from the OMol25 dataset. Energies are from wB97M-V/def2-TZVPD.

The geometry in XYZ format:
```
113
Properties=species:S:1:pos:R:3:lowdin_spin:R:1
Fe -1.399 2.694 -1.338 4.211
C 2.134 4.499 1.006 0.003
C 0.627 3.935 0.969 0.011
O 0.030 3.847 -0.314 0.109
H 2.614 4.207 1.940 0.000
H 2.132 5.589 0.989 0.000
H 2.771 4.069 0.233 0.000
H 0.090 4.679 1.557 0.002
H 0.585 3.023 1.564 0.001
C -3.738 0.996 -4.936 0.004
C -3.194 0.661 -3.549 0.018
O -2.783 1.594 -2.584 0.169
H -3.490 0.116 -5.529 0.000
H -3.134 1.812 -5.334 0.000
H -4.805 1.076 -5.144 0.000
H -2.427 -0.106 -3.657 0.002
H -3.979 0.124 -3.017 0.005
C -2.443 -3.239 -2.574 0.000
C -3.789 -3.615 -2.070 0.000
O -4.633 -2.652 -1.502 0.000
H -1.757 -2.736 -1.892 0.000
H -2.601 -2.526 -3.383 0.000
H -1.921 -4.126 -2.933 0.000
H -3.798 -4.477 -1.403 0.000
H -4.300 -3.936 -2.977 0.000
C -3.479 4.041 2.218 0.003
C -3.563 4.078 0.733 0.013
O -3.028 2.990 0.055 0.145
H -3.632 5.051 2.600 0.000
H -2.633 3.552 2.700 0.000
H -4.219 3.339 2.601 0.000
H -3.037 4.952 0.349 0.002
H -4.611 4.264 0.500 0.003
C 0.629 -0.225 1.147 0.004
C 0.086 -0.030 -0.287 0.023
O -0.945 0.910 -0.453 0.228
H 0.791 0.698 1.705 0.000
H 1.551 -0.805 1.162 0.000
H -0.197 -0.696 1.680 0.000
H -0.212 -1.055 -0.509 0.004
H 0.826 0.181 -1.059 0.003
C 1.696 -4.058 0.293 0.000
C 2.383 -3.329 -0.825 0.000
O 3.273 -4.241 -1.499 0.000
H 1.086 -3.405 0.916 0.000
H 2.517 -4.415 0.915 0.000
H 0.973 -4.815 -0.011 0.000
H 2.977 -2.463 -0.532 0.000
H 1.632 -2.961 -1.523 0.000
H 2.802 -5.057 -1.684 0.000
C -2.802 -4.551 1.554 0.000
C -2.395 -3.081 1.508 0.000
O -3.416 -2.353 2.214 0.000
H -3.798 -4.615 1.116 0.000
H -2.874 -4.793 2.615 0.000
H -2.082 -5.152 0.999 0.000
H -2.400 -2.714 0.481 0.000
H -1.363 -2.955 1.837 0.000
H -3.671 -2.764 3.043 0.000
C 0.592 -3.910 4.079 0.000
C 1.159 -2.582 4.651 0.000
O 2.315 -2.867 5.398 0.000
H -0.421 -3.729 3.721 0.000
H 0.517 -4.599 4.921 0.000
H 1.186 -4.327 3.266 0.000
H 0.452 -2.035 5.274 0.000
H 1.413 -2.103 3.705 0.000
H 2.087 -3.410 6.156 0.000
C 1.297 -0.537 -5.516 0.000
C 0.930 -0.964 -4.083 0.000
O 1.992 -1.076 -3.175 0.000
H 1.598 -1.361 -6.162 0.000
H 2.137 0.158 -5.536 0.000
H 0.518 0.085 -5.957 0.000
H 0.529 -1.969 -4.217 0.000
H 0.242 -0.261 -3.614 0.000
H 2.450 -1.911 -3.291 0.000
C 3.582 0.413 4.209 0.000
C 3.597 1.973 3.966 0.000
O 3.453 2.819 5.134 0.000
H 4.526 0.003 4.569 0.000
H 3.488 -0.133 3.271 0.000
H 2.829 0.144 4.950 0.000
H 2.900 2.190 3.157 0.000
H 4.489 2.042 3.344 0.000
H 3.619 3.742 4.929 0.000
C 0.811 4.235 -4.089 0.000
C 0.020 2.927 -4.171 0.002
O 0.080 2.498 -2.828 0.030
H 1.887 4.061 -4.123 0.000
H 0.601 4.724 -3.137 0.000
H 0.640 4.947 -4.895 0.000
H 0.562 2.247 -4.830 0.001
H -1.018 3.143 -4.421 -0.001
H 0.985 2.192 -2.736 0.001
C -3.110 -0.021 4.523 0.000
C -1.801 0.248 3.662 0.000
O -2.201 0.918 2.490 0.001
H -2.838 -0.403 5.507 0.000
H -3.768 -0.782 4.103 0.000
H -3.803 0.816 4.604 0.000
H -1.287 -0.710 3.592 0.000
H -1.187 0.963 4.210 0.000
H -1.539 1.611 2.428 0.000
C 5.051 1.061 -1.972 0.000
C 3.722 1.703 -1.600 0.000
O 2.824 1.606 -2.690 0.000
H 5.785 1.213 -1.180 0.000
H 5.471 1.383 -2.926 0.000
H 4.809 0.055 -2.315 0.000
H 4.031 2.726 -1.385 0.000
H 3.374 1.135 -0.737 0.000
H 2.766 0.676 -2.922 0.000
```

Computed properties:
⟨S²⟩: 8.765
Orbital gap (alpha / beta) (eV): 3.666 / 3.665
Electronic energy (Ha): -3275.87223
Maximum force (eV/A): 5.27
Net charge: -2
Multiplicity: 6
HOMO (alpha / beta) (eV): 0.07 / 0.07